DFT (wB97M-V/def2-TZVPD) results for C2H5FSi as an isolated structure at a distorted geometry.

Total charge: 0
HOMO-LUMO gap (eV): 8.5
LUMO energy (eV): -0.54
ΔE to the lowest compared entry with this formula, charge and spin (kJ/mol): 157.35
HOMO level (eV): -9.02

```
9
Properties=species:S:1:pos:R:3:nbo_charge:R:1
H 0.19 -2.50 0.25 0.183
H -0.36 0.35 -0.70 0.219
H -1.12 2.82 0.94 0.003
C -0.32 -1.66 -0.21 -0.327
H -1.25 -1.90 -0.69 0.194
C 0.20 -0.44 -0.21 -0.782
H -1.55 2.30 0.55 -0.003
F 2.38 1.01 -0.58 -0.698
Si 1.83 0.02 0.64 1.211
```

***

DFT (wB97M-V/def2-TZVPD) results for C2H5HgO2 as an isolated structure at a distorted geometry.

<S²>: 0.754
Multiplicity: 2
Total charge: 0
HOMO-LUMO gap (alpha / beta) (eV): 8.0 / 8.5
LUMO energy (alpha / beta) (eV): 0.56 / -0.81
ΔE to the lowest compared entry with this formula, charge and spin (kJ/mol): 0.00
HOMO level (alpha / beta) (eV): -7.44 / -9.31

```
10
Properties=species:S:1:pos:R:3:mulliken_spin:R:1
O 0.93 0.28 -0.96 -0.015
C 0.51 0.34 0.41 0.012
O -1.60 -0.37 -0.47 0.115
H 1.34 0.04 1.06 -0.002
Hg -0.85 0.00 -2.15 0.866
C -0.68 -0.59 0.54 0.024
H 1.56 0.98 -1.16 -0.007
H 0.21 1.38 0.64 0.001
H -0.30 -1.64 0.54 0.000
H -1.12 -0.43 1.54 0.005
```

***

DFT (wB97M-V/def2-TZVPD) results for a 2-piece molecular cluster, C2H5IN overall at a distorted geometry.

Total charge: +1
HOMO-LUMO gap (eV): 7.8
LUMO energy (eV): -5.86
ΔE to the lowest compared entry with this formula, charge and spin (kJ/mol): 229.81
HOMO level (eV): -13.68

```
9
Properties=species:S:1:pos:R:3:nbo_charge:R:1
H -0.54 1.01 0.74 0.511
H 1.54 3.60 -2.30 0.156
I 1.41 2.44 -1.23 -0.145
N -0.31 -0.04 0.64 -0.381
H -1.37 -1.83 1.31 0.238
C 0.41 -1.01 0.37 0.316
H 1.41 -1.40 0.48 0.283
C -1.00 -1.34 0.47 -0.216
H -1.54 -1.42 -0.48 0.239
```

***

DFT (wB97M-V/def2-TZVPD) results for a 2-piece molecular cluster, C2H5IN2O2 overall at a distorted geometry.

Total charge: 0
HOMO-LUMO gap (alpha / beta) (eV): 8.3 / 8.3
LUMO energy (alpha / beta) (eV): -0.43 / -0.43
ΔE to the lowest compared entry with this formula, charge and spin (kJ/mol): 0.00
HOMO level (alpha / beta) (eV): -8.78 / -8.78

```
12
Properties=species:S:1:pos:R:3:nbo_charge:R:1
I -2.76 0.17 0.55 0.223
C 0.39 0.04 -0.53 0.045
N -1.44 -1.11 -0.53 -0.851
O 1.71 -1.91 -0.13 -0.645
H 0.47 -0.20 -1.52 0.203
O 1.61 -0.27 1.44 -0.552
H 1.35 -2.07 -0.94 0.482
C 1.26 -0.74 0.38 0.720
H -0.21 2.07 -0.82 0.417
H -1.06 -1.66 0.25 0.319
N 0.06 1.35 -0.11 -0.789
H 0.47 1.63 0.79 0.429
```

***

DFT (wB97M-V/def2-TZVPD) results for C2H5INO as an isolated structure at a distorted geometry.

Total charge: -1
HOMO-LUMO gap (eV): 7.7
LUMO energy (eV): 3.57
ΔE to the lowest compared entry with this formula, charge and spin (kJ/mol): 621.96
HOMO level (eV): -4.15

```
10
Properties=species:S:1:pos:R:3:nbo_charge:R:1
C 0.05 0.93 -0.73 -0.556
H -0.62 1.45 -0.03 0.185
N 1.03 -1.93 -0.11 -0.173
C -0.02 -1.37 -0.41 0.024
I 3.55 0.27 0.11 -0.844
H 1.12 0.87 -0.63 0.240
H 1.88 -1.25 -0.07 0.393
O 1.21 -3.19 0.05 -0.612
H -0.23 1.20 -1.77 0.176
H -1.00 -1.86 -0.28 0.168
```

***

DFT (wB97M-V/def2-TZVPD) results for a 2-piece molecular cluster, C2H5IO3 overall at a distorted geometry.

Total charge: 0
HOMO-LUMO gap (eV): 7.1
LUMO energy (eV): -1.53
ΔE to the lowest compared entry with this formula, charge and spin (kJ/mol): 487.37
HOMO level (eV): -8.58

```
11
Properties=species:S:1:pos:R:3:nbo_charge:R:1
C 0.27 -0.15 0.51 0.395
H 0.23 -1.32 -1.39 0.237
I -2.48 -0.31 -0.43 0.458
H 1.84 -1.15 -0.80 0.248
H 1.01 0.00 1.17 0.183
O -0.97 -0.17 0.96 -0.629
H -0.97 2.46 0.80 0.442
O -0.85 2.22 -0.20 -0.459
C 0.80 -1.14 -0.49 -0.689
H 0.72 -2.06 0.19 0.226
O 0.39 1.62 -0.31 -0.411
```

***

DFT (wB97M-V/def2-TZVPD) results for a 2-piece molecular cluster, C2H5IO3S overall at a distorted geometry.

Total charge: 0
HOMO-LUMO gap (alpha / beta) (eV): 7.7 / 7.7
LUMO energy (alpha / beta) (eV): -0.95 / -0.95
ΔE to the lowest compared entry with this formula, charge and spin (kJ/mol): 188.65
HOMO level (alpha / beta) (eV): -8.68 / -8.68

```
12
Properties=species:S:1:pos:R:3:nbo_charge:R:1
H -0.08 1.84 -0.22 0.256
O 1.30 0.27 -1.93 -0.903
O -1.36 -1.36 0.61 -0.656
O 0.99 -1.55 -0.26 -0.933
H -1.71 0.01 -0.99 0.171
H -2.45 0.31 0.62 0.171
I 3.55 0.43 0.32 -0.045
H -0.40 -1.54 0.31 0.515
C -1.72 -0.25 0.02 0.201
H 0.23 0.90 1.61 0.271
S 1.33 -0.11 -0.52 1.866
C 0.31 1.04 0.43 -0.916
```

***

DFT (wB97M-V/def2-TZVPD) results for C2H5LiO2Ru as an isolated structure at a distorted geometry.

<S²>: 12.016
Multiplicity: 7
Total charge: +2
HOMO-LUMO gap (alpha / beta) (eV): 7.8 / 5.3
LUMO energy (alpha / beta) (eV): -8.50 / -13.19
ΔE to the lowest compared entry with this formula, charge and spin (kJ/mol): 0.00
HOMO level (alpha / beta) (eV): -16.33 / -18.44

```
11
Properties=species:S:1:pos:R:3:mulliken_spin:R:1
O 1.54 -0.80 -0.05 0.152
C -0.26 0.42 -1.07 0.387
H -1.44 0.39 0.99 -0.017
Ru 0.60 -2.38 0.49 5.272
H -0.86 -0.46 -1.29 -0.002
H -0.39 1.45 -1.45 0.020
H -2.89 0.34 1.52 -0.002
C 0.90 0.32 -0.40 0.149
Li 3.37 -0.78 -0.23 -0.001
O -1.97 0.18 1.77 0.023
H 1.40 1.31 -0.29 0.019
```